Arrangement 1

This record from the Open Molecules 2025 dataset describes C7H13NOS2 in the gas phase. The level of theory is ωB97M-V/def2-TZVPD.

HOMO-LUMO gap (eV): 8.561
LUMO (eV): -0.43

Cartesian coordinates (Å):
C  1.0701  -0.5131  -0.8160
C  1.5745  0.5334  -1.4608
C  -1.1495  2.3452  -4.0315
C  -1.3279  -0.9703  3.6694
C  1.0949  -0.6085  0.6384
C  -0.0337  -1.0317  2.8013
C  -0.2156  -0.8744  1.3451
N  -0.4642  1.2865  -3.0589
O  1.8783  1.6017  -3.9036
S  -2.5839  2.1901  -4.7748
S  1.0636  0.5948  -3.2760
H  0.4658  -1.1869  -1.3872
H  2.0324  1.2930  -0.9283
H  -0.3738  3.0785  -4.0594
H  -1.0633  -1.4294  4.6428
H  -2.1567  -1.5157  3.2724
H  -1.5234  0.0347  3.7962
H  1.5758  0.1916  1.1257
H  1.8349  -1.4215  0.9481
H  0.7382  -0.2544  3.3186
H  0.4783  -1.9697  3.1019
H  -0.7067  -1.7893  0.9582
H  -0.9712  -0.0855  1.1190
H  -1.2368  0.5006  -3.0404

These are the Mulliken partial charges, in e, on atoms 1 to 6: C -0.1267; C -0.5570; C -0.1133; C -1.2836; C -0.7508; C -0.5027

Arrangement 2

This record from the Open Molecules 2025 dataset describes C7H13NOS2 in the gas phase. The level of theory is ωB97M-V/def2-TZVPD.

SMILES: CO[C@H]1C(=S)NCC[C@H]1SC
HOMO-LUMO gap (eV): 8.822
LUMO (eV): 0.46

Cartesian coordinates (Å):
S  -1.4598  2.2955  -1.1593
O  1.7036  1.1134  -0.2614
S  1.7650  -0.2499  2.5935
C  -0.6818  0.9434  -0.5886
N  -1.0942  -0.2643  -1.1143
C  2.0692  2.4050  -0.8481
C  1.5537  1.3709  3.4129
C  0.4308  1.0611  0.4168
C  -0.8314  -1.5257  -0.4259
C  0.4543  -1.4009  0.4612
C  0.4143  -0.1800  1.3340
H  -1.9087  -0.2055  -1.7268
H  2.1048  3.1528  -0.0508
H  3.0275  2.3131  -1.3284
H  1.3465  2.7511  -1.5734
H  1.7664  2.1880  2.7375
H  2.2186  1.4657  4.2534
H  0.5252  1.4451  3.7473
H  0.3074  1.9621  0.9757
H  -0.7355  -2.3479  -1.2108
H  -1.6835  -1.7469  0.2326
H  0.5869  -2.2590  1.1052
H  1.3583  -1.3979  -0.1496
H  -0.5373  -0.1887  1.8676

These are the Mulliken partial charges, in e, on atoms 1 to 6: S -0.3177; O -0.3262; S -0.0937; C -0.2307; N -0.1594; C -0.6834

Stability summary - winner: arrangement 2; margin: 0.1159 hartree.

Arrangement 1

This record from the Open Molecules 2025 dataset describes C2H2N2OS2 in the gas phase. The level of theory is ωB97M-V/def2-TZVPD.

SMILES: N#CSSNC=O
HOMO-LUMO gap (eV): 9.412
LUMO (eV): -0.25

Cartesian coordinates (Å):
C  2.0979  -0.3337  -0.4815
C  -1.2163  -0.6651  0.3152
N  2.1412  -1.4458  -0.7179
N  -0.9908  0.6427  0.0470
O  -0.5467  -1.3628  1.0200
S  2.0478  1.3037  -0.3776
S  0.3577  1.5521  0.6977
H  -2.1818  -0.8597  -0.1905
H  -1.7089  1.1686  -0.3123

These are the Mulliken partial charges, in e, on atoms 1 to 6: C 0.4193; C 0.1594; N -0.3432; N -0.2549; O -0.4710; S -0.0896

Arrangement 2

This record from the Open Molecules 2025 dataset describes C2H2N2OS2 in the gas phase. The level of theory is ωB97M-V/def2-TZVPD.

HOMO-LUMO gap (spin up / spin down) (eV): 7.557 / 7.117
LUMO (spin up / spin down) (eV): -1.48 / -1.52

Cartesian coordinates (Å):
C  0.3293  1.3050  -0.4504
C  0.8378  -0.0710  -0.8352
N  -0.3995  -1.6214  1.2705
N  -0.5978  1.5487  0.3708
O  1.7012  -0.2216  -1.6615
S  -1.1925  0.6973  1.5313
S  0.0124  -1.6722  -0.3250
H  0.7039  2.1034  -1.1571
H  -1.3947  -2.0682  1.2566

These are the Mulliken partial charges, in e, on atoms 1 to 6: C 0.0149; C 0.3742; N -0.4739; N -0.2630; O -0.4561; S 0.0973

Arrangement 3

This record from the Open Molecules 2025 dataset describes 2 unconnected molecules or ions with the total composition C2H2N2OS2. The level of theory is ωB97M-V/def2-TZVPD.

HOMO-LUMO gap (spin up / spin down) (eV): 7.567 / 7.527
LUMO (spin up / spin down) (eV): -1.58 / -1.56

Cartesian coordinates (Å):
C  -0.5871  -0.4996  -0.9943
C  -0.8826  -0.4446  1.4240
N  -0.5037  0.7106  -0.5460
N  -0.5812  0.6964  0.7792
O  2.0081  -0.5324  -0.4261
S  -0.8985  -1.6728  0.3083
S  2.2791  0.8231  0.0936
H  -0.2486  -0.7520  -1.9709
H  -0.5854  1.6713  1.3324

These are the Mulliken partial charges, in e, on atoms 1 to 6: C -0.1135; C -0.2153; N -0.5692; N 0.1603; O -0.2793; S 0.0329

Arrangement 4

This record from the Open Molecules 2025 dataset describes C2H2N2OS2 in the gas phase. The level of theory is ωB97M-V/def2-TZVPD.

SMILES: S=c1[nH][nH]c(=S)o1
HOMO-LUMO gap (eV): 8.254
LUMO (eV): -0.68

Cartesian coordinates (Å):
C  1.1855  -0.4685  -0.0576
C  -1.0504  -0.4771  0.1238
H  1.1754  1.4919  -0.5360
H  -1.4450  1.4089  0.3968
N  0.6390  0.8661  0.0800
N  -0.7663  0.7412  -0.0882
O  0.0385  -1.2584  0.2677
S  2.7940  -1.1146  -0.0725
S  -2.5707  -1.1895  -0.1140

These are the Mulliken partial charges, in e, on atoms 1 to 6: C 0.1470; C 0.2026; H 0.3065; H 0.3419; N -0.1971; N -0.0916

Stability summary - winner: arrangement 1; margin: 0.0371 hartree.

Arrangement 1

This record from the Open Molecules 2025 dataset describes 2 unconnected molecules or ions with the total composition C4H12O. The level of theory is ωB97M-V/def2-TZVPD.

SMILES: CCO.CC
HOMO-LUMO gap (eV): 11.319
LUMO (eV): 1.03

Cartesian coordinates (Å):
C  -0.1370  2.7408  -1.1318
C  0.6143  1.4239  -1.2834
H  -1.0410  2.7255  -1.7288
H  -0.4622  2.9319  -0.1112
H  0.4553  3.5669  -1.5223
H  1.3459  1.4464  -2.0772
H  -0.0327  0.5852  -1.5567
H  1.1260  1.0877  -0.3813
C  -0.6311  -1.7314  0.5422
C  0.6351  -2.1664  1.2733
O  -1.4587  -0.8988  1.3602
H  -0.4758  -1.0992  -0.3217
H  -1.1667  -2.6214  0.2425
H  1.4573  -1.4661  1.0915
H  -1.6715  -1.3580  2.1848
H  0.9465  -3.1851  1.0750
H  0.4961  -1.9818  2.3450

These are the Mulliken partial charges, in e, on atoms 1 to 6: C -0.8892; C -0.6681; H 0.2716; H 0.2866; H 0.2800; H 0.3799

Arrangement 2

This record from the Open Molecules 2025 dataset describes 2 unconnected molecules or ions with the total composition C4H12O. The level of theory is ωB97M-V/def2-TZVPD.

SMILES: CCO.CC
HOMO-LUMO gap (eV): 11.194
LUMO (eV): 0.93

Cartesian coordinates (Å):
C  -0.6929  1.3512  -0.7720
C  -0.1305  2.5640  -0.0077
O  0.0698  1.3275  -1.9851
H  -0.5528  0.3979  -0.2572
H  -1.7514  1.4661  -1.0061
H  0.9466  2.5712  0.0209
H  0.4000  0.4592  -2.2304
H  -0.5274  2.6856  1.0026
H  -0.5020  3.4184  -0.5765
C  -0.1842  -1.8449  1.2796
C  0.8524  -2.2016  0.1604
H  -1.2248  -1.9839  1.0269
H  0.1714  -2.4768  2.0961
H  0.0039  -0.8243  1.6082
H  1.7840  -1.6697  0.2957
H  0.3669  -1.9574  -0.7906
H  0.9710  -3.2825  0.1353

These are the Mulliken partial charges, in e, on atoms 1 to 6: C 0.5792; C -1.0815; O -0.5367; H -0.3927; H 0.2177; H 0.2888

Stability summary - winner: arrangement 1; margin: 0.0024 hartree.

Arrangement 1

This record from the Open Molecules 2025 dataset describes C3H3NOS2 in the gas phase. The level of theory is ωB97M-V/def2-TZVPD.

SMILES: S=c1ccn(S)o1
HOMO-LUMO gap (eV): 7.532
LUMO (eV): -1.14

Cartesian coordinates (Å):
C  -0.4905  1.0782  0.1798
C  0.8989  0.9742  -0.1655
C  1.1489  -0.3709  0.3210
H  -1.5653  -1.4667  -1.3442
H  -1.1840  1.8434  0.0621
H  1.8804  1.3239  -0.7000
N  -1.0571  -0.0556  0.7499
O  0.0452  -0.9758  0.9555
S  -2.2685  -1.1828  -0.0937
S  2.5920  -1.1677  0.0353

These are the Mulliken partial charges, in e, on atoms 1 to 6: C -0.5181; C -0.1044; C 0.2918; H 0.1815; H 0.4255; H 0.3137

Arrangement 2

This record from the Open Molecules 2025 dataset describes C3H3NOS2 in the gas phase. The level of theory is ωB97M-V/def2-TZVPD.

SMILES: S=c1ccn(S)o1
HOMO-LUMO gap (eV): 8.559
LUMO (eV): -0.05

Cartesian coordinates (Å):
C  0.4649  0.9133  -0.1694
C  -0.8749  0.9464  -0.0420
C  -1.3710  -0.4390  -0.1332
H  1.9778  -1.3492  1.2268
H  1.2461  1.6680  -0.0079
H  -1.4774  1.7984  0.1843
N  0.8627  -0.3412  -0.5302
O  -0.2717  -1.1722  -0.4683
S  2.3258  -1.0188  -0.0205
S  -2.8823  -1.0055  -0.0396

These are the Mulliken partial charges, in e, on atoms 1 to 6: C -0.2355; C -0.4095; C 0.3004; H 0.1575; H 0.3660; H 0.3869

Stability summary - winner: arrangement 2; margin: 0.0602 hartree.

Arrangement 1

This record from the Open Molecules 2025 dataset describes C2H4O2 in the gas phase. The level of theory is ωB97M-V/def2-TZVPD.

SMILES: O=CCO
HOMO-LUMO gap (eV): 10.716
LUMO (eV): 0.82

Cartesian coordinates (Å):
C  -0.8282  0.6252  0.0731
C  0.7086  0.5565  -0.0665
H  -0.2850  -1.1465  0.3579
H  -0.5912  0.9101  1.1600
H  -1.2544  1.2107  -0.5829
H  1.3823  1.5621  -0.2953
O  -1.1081  -0.6638  -0.1036
O  1.2914  -0.5395  0.0187

These are the Mulliken partial charges, in e, on atoms 1 to 6: C -0.4216; C 0.1672; H 0.3755; H 0.2062; H 0.4267; H 0.2780

Arrangement 2

This record from the Open Molecules 2025 dataset describes C2H4O2 in the gas phase. The level of theory is ωB97M-V/def2-TZVPD.

SMILES: O/C=C/O
HOMO-LUMO gap (eV): 10.786
LUMO (eV): 0.87

Cartesian coordinates (Å):
C  0.5767  -0.1940  -0.1751
C  -0.5770  0.1943  0.1747
O  -0.1024  -1.7571  -0.2718
O  0.1022  1.7572  0.2719
H  -0.0907  -2.0011  -1.2067
H  0.0911  2.0005  1.2069
H  1.4671  -0.0866  -0.7584
H  -1.4671  0.0867  0.7586

These are the Mulliken partial charges, in e, on atoms 1 to 6: C -0.0265; C -0.0268; O -0.5980; O -0.5980; H 0.2897; H 0.2897

Arrangement 3

This record from the Open Molecules 2025 dataset describes 2 unconnected molecules or ions with the total composition C2H4O2. The level of theory is ωB97M-V/def2-TZVPD.

SMILES: C=O.C=O
HOMO-LUMO gap (eV): 10.486
LUMO (eV): 0.47

Cartesian coordinates (Å):
O  0.8442  1.1521  -0.2795
C  -0.0468  1.1195  -1.1408
H  0.1298  1.5794  -2.1427
H  -1.0121  0.8821  -0.6930
O  -1.2028  -0.9891  0.8771
C  0.0253  -1.1760  1.0694
H  0.4713  -1.5699  1.9936
H  0.7911  -0.9982  0.3159

These are the Mulliken partial charges, in e, on atoms 1 to 6: O -0.4374; C -0.0725; H 0.2546; H 0.2578; O -0.4569; C 0.0182

Stability summary - winner: arrangement 3; margin: 0.0072 hartree.

Arrangement 1

This record from the Open Molecules 2025 dataset describes 2 unconnected molecules or ions with the total composition C2H4O2. The level of theory is ωB97M-V/def2-TZVPD.

HOMO-LUMO gap (spin up / spin down) (eV): 9.024 / 8.877
LUMO (spin up / spin down) (eV): -1.39 / -1.37

Cartesian coordinates (Å):
O  -1.5898  0.6861  0.1921
C  -0.2004  -0.7787  -0.1310
C  0.9424  0.1502  -0.1224
O  0.8050  1.3436  -0.0072
H  -1.1821  1.5908  0.2941
H  -0.7334  -0.9996  0.7632
H  0.0014  -1.7200  -0.7433
H  1.9569  -0.2724  -0.2455

These are the Mulliken partial charges, in e, on atoms 1 to 6: O -0.6344; C -0.3296; C 0.2257; O -0.4746; H 0.3342; H 0.2609

Arrangement 2

This record from the Open Molecules 2025 dataset describes C2H4O2 in the gas phase. The level of theory is ωB97M-V/def2-TZVPD.

HOMO-LUMO gap (spin up / spin down) (eV): 8.130 / 7.092
LUMO (spin up / spin down) (eV): -1.25 / -1.94

Cartesian coordinates (Å):
C  -0.4053  -0.1561  -0.0010
C  1.0412  -0.1861  -0.0513
O  -0.9374  -0.9323  0.8919
O  -0.9730  1.1152  -0.2080
H  -1.6153  1.2380  0.5064
H  -0.2666  -0.6062  -1.1344
H  1.4992  -1.1626  -0.1456
H  1.6571  0.6902  0.1420

These are the Mulliken partial charges, in e, on atoms 1 to 6: C 0.7314; C -0.6228; O -0.6290; O -0.4768; H 0.3243; H 0.1059

Stability summary - winner: arrangement 2; margin: 0.0061 hartree.

Arrangement 1

This record from the Open Molecules 2025 dataset describes a gas-phase ion, C5H10NS (charge +1). The level of theory is ωB97M-V/def2-TZVPD.

SMILES: [NH3+]/C=C/[C@@H]1C[C@H]1S
Charge: +1
HOMO-LUMO gap (eV): 8.025
LUMO (eV): -3.87

Cartesian coordinates (Å):
C  -0.5012  -0.1547  -0.9273
C  -0.8455  -0.1077  0.5312
C  -0.2206  -1.4604  -1.6473
C  -0.0157  0.5582  1.3406
C  0.9446  -0.5972  -1.1712
N  -0.3427  1.0995  2.6708
S  2.0039  0.3337  -2.3670
H  -0.9554  0.6114  -1.4975
H  -1.7614  -0.5251  0.8792
H  -0.5359  -2.4056  -1.1472
H  -0.5005  -1.3025  -2.7482
H  1.0268  0.9362  0.8528
H  1.5734  -0.9385  -0.3216
H  -1.2343  0.6667  2.9271
H  -0.3526  2.0550  2.6630
H  0.3235  0.8086  3.4453
H  1.3936  0.4224  -3.4824

These are the Mulliken partial charges, in e, on atoms 1 to 6: C 0.0036; C -0.6906; C -0.6047; C -0.1959; C -0.3491; N -0.1914

Arrangement 2

This record from the Open Molecules 2025 dataset describes a gas-phase ion, C5H10NS (charge +1). The level of theory is ωB97M-V/def2-TZVPD.

Charge: +1
HOMO-LUMO gap (eV): 8.703
LUMO (eV): -5.33

Cartesian coordinates (Å):
C  -0.7053  -1.0211  -1.4117
C  0.5237  -1.5052  -0.5310
C  -0.3481  0.4522  -1.4241
C  0.7468  -0.3723  0.4729
C  -0.2198  1.7737  2.3681
N  -0.0229  0.7526  -0.0077
S  -0.5424  1.9915  0.7763
H  -0.7070  -1.4353  -2.3947
H  -1.7631  -1.2377  -1.0660
H  0.2112  -2.4484  -0.0967
H  1.3821  -1.7371  -1.1207
H  0.5360  0.7706  -1.9007
H  -1.2481  0.9881  -1.5913
H  0.6135  -0.5278  1.5653
H  1.8442  0.0477  0.4242
H  -0.5339  2.5449  3.1063
H  0.2330  0.9636  2.8313

These are the Mulliken partial charges, in e, on atoms 1 to 6: C -0.5335; C -0.6005; C -0.6678; C -0.5680; C -0.3776; N 0.1680

Stability summary - winner: arrangement 2; margin: 0.0135 hartree.

Arrangement 1

This record from the Open Molecules 2025 dataset describes a gas-phase ion, C5H10NS (charge +1). The level of theory is ωB97M-V/def2-TZVPD.

Charge: +1
HOMO-LUMO gap (eV): 7.018
LUMO (eV): -6.31

Cartesian coordinates (Å):
C  -1.8509  0.2257  -0.3076
C  -1.1084  -1.0251  -0.1802
C  0.3974  -0.9369  -0.4629
C  1.2577  -0.4539  0.7215
C  1.9974  0.8205  0.4427
N  1.5743  1.6328  -0.4105
S  -3.4190  0.4192  0.2227
H  -1.3065  -1.5014  0.7871
H  -1.5412  -1.7223  -0.9158
H  0.7397  -1.9278  -0.7546
H  0.5678  -0.2631  -1.3039
H  0.6439  -0.2731  1.6093
H  1.9902  -1.2131  1.0026
H  2.8904  0.9756  1.0541
H  -1.3411  1.0614  -0.7724
H  -3.5891  1.6954  -0.1634
H  2.0975  2.4858  -0.5688

These are the Mulliken partial charges, in e, on atoms 1 to 6: C 0.1706; C -0.8016; C -0.7884; C -0.5383; C -0.2325; N -0.4861

Arrangement 2

This record from the Open Molecules 2025 dataset describes a gas-phase ion, C5H10NS (charge +1). The level of theory is ωB97M-V/def2-TZVPD.

Charge: +1
HOMO-LUMO gap (spin up / spin down) (eV): 7.753 / 7.752
LUMO (spin up / spin down) (eV): -5.22 / -5.22

Cartesian coordinates (Å):
C  -0.2822  -1.1739  0.8328
C  -1.5776  -1.1016  0.4704
C  0.1278  0.9806  -0.2960
C  0.1118  2.1231  0.6458
C  0.8991  -1.2118  -1.1220
N  0.5754  -0.2809  0.0022
S  -2.1292  0.0834  -0.6294
H  0.2135  -1.7437  1.5064
H  -2.3721  -1.6740  0.8653
H  0.1994  1.2767  -1.3524
H  1.0155  2.2912  1.2064
H  -0.7709  2.1224  1.2909
H  -0.1078  2.9547  0.0992
H  0.0975  -1.0438  -1.8786
H  1.8745  -1.1380  -1.5642
H  0.7361  -2.1863  -0.6887
H  1.3892  -0.2782  0.6120

These are the Mulliken partial charges, in e, on atoms 1 to 6: C -0.8036; C -0.1031; C -0.2562; C -1.2318; C -0.7935; N 0.0796

Stability summary - winner: arrangement 1; margin: 0.0521 hartree.